The following is a quantum chemistry calculation of a structure of composition C51H60AlBFNO5PS, from OMol25.

Output
- E_LUMO: 0.073 Eh
- Gap between HOMO and LUMO: 6.80 eV
- 2S+1: 1
- Net charge: -1

```
122
Properties=species:S:1:pos:R:3:forces:R:3
N -3.906 -1.054 -1.667 0.18 0.04 0.02
C -2.959 -2.022 -2.203 0.11 -0.02 -0.10
C -1.514 -1.548 -2.023 -0.15 0.66 -0.31
O -0.603 -2.639 -2.266 -0.24 0.06 0.15
C -1.230 -0.921 -0.672 0.28 -0.28 0.34
Al -1.826 -2.020 0.909 -0.25 -0.25 -0.43
F -3.364 -2.762 0.717 -0.08 0.00 0.03
B -0.360 -3.493 1.442 -0.43 0.15 -0.10
O -0.517 -4.317 2.557 0.80 -0.42 -0.15
O 0.816 -3.641 0.726 0.02 -0.67 0.26
P -2.149 -0.378 2.651 0.58 -0.42 0.11
O -3.520 -0.574 3.499 -0.32 0.12 -0.14
O -2.507 1.070 1.943 -0.23 -0.11 0.08
S -0.587 -0.173 3.816 0.07 0.14 0.02
H -4.735 -1.497 -1.304 -0.05 0.02 0.00
H -4.143 -0.348 -2.348 -0.17 -0.03 -0.02
H -3.063 -2.975 -1.688 -0.11 0.03 0.13
H -3.130 -2.202 -3.275 0.03 -0.19 -0.03
H -1.349 -0.792 -2.813 0.19 -0.03 -0.02
H -0.341 -2.565 -3.184 0.20 -0.21 -0.11
H -1.600 0.106 -0.658 -0.22 -0.04 -0.03
H -0.138 -0.848 -0.593 0.04 0.06 -0.01
H -1.364 -4.757 2.492 -0.40 0.29 0.36
H 0.589 -3.594 -0.208 0.20 0.65 -0.16
H -3.963 0.269 3.644 -0.02 0.11 0.14
H -1.758 1.273 1.371 0.02 0.26 -0.06
C -3.869 3.855 1.731 -0.09 0.13 0.01
C -3.491 5.048 2.331 -0.02 0.03 -0.02
C -3.462 6.222 1.590 0.01 0.00 0.00
C -3.815 6.205 0.248 0.00 0.01 0.00
C -4.193 5.012 -0.353 -0.01 0.00 -0.02
C -4.218 3.839 0.388 -0.02 -0.03 -0.03
H -3.884 2.937 2.297 0.07 -0.04 0.01
H -3.214 5.060 3.377 0.01 -0.01 0.01
H -3.160 7.150 2.059 0.00 0.01 0.00
H -3.792 7.121 -0.330 0.00 0.01 0.00
H -4.464 4.995 -1.401 0.02 -0.01 -0.01
H -4.504 2.905 -0.080 0.02 -0.02 0.01
C 2.835 -2.045 6.802 0.01 -0.01 -0.03
C 1.874 -2.129 5.803 0.03 0.05 0.06
C 1.775 -3.277 5.030 -0.05 -0.02 -0.04
C 2.635 -4.342 5.260 0.02 -0.01 0.01
C 3.595 -4.260 6.260 0.01 -0.01 -0.01
C 3.697 -3.109 7.030 0.02 0.01 0.05
H 2.912 -1.147 7.404 -0.01 0.00 0.01
H 1.196 -1.306 5.616 0.00 0.00 -0.01
H 1.024 -3.342 4.253 -0.02 0.00 0.00
H 2.552 -5.237 4.656 -0.01 0.00 -0.02
H 4.266 -5.093 6.439 0.00 0.00 0.00
H 4.449 -3.042 7.808 0.00 -0.01 0.01
C 8.361 -2.671 6.022 0.01 0.01 0.01
C 7.067 -2.175 6.091 -0.02 -0.06 -0.04
C 6.836 -0.907 6.604 -0.02 0.03 0.02
C 7.901 -0.133 7.042 0.01 0.01 0.02
C 9.196 -0.628 6.972 0.00 0.03 0.02
C 9.426 -1.899 6.464 0.02 -0.01 0.00
H 8.539 -3.662 5.623 0.00 -0.01 -0.01
H 6.234 -2.774 5.745 -0.02 0.01 0.00
H 5.825 -0.526 6.659 -0.01 -0.01 -0.02
H 7.720 0.859 7.439 0.00 0.01 -0.01
H 10.028 -0.024 7.313 0.01 -0.01 0.02
H 10.436 -2.287 6.413 0.01 0.00 0.00
C 3.048 -3.585 -5.705 0.01 -0.01 -0.01
C 1.770 -3.046 -5.753 -0.03 -0.01 -0.01
C 1.540 -1.767 -5.268 -0.07 0.00 0.00
C 2.585 -1.024 -4.737 0.00 0.03 0.01
C 3.861 -1.563 -4.691 0.02 0.01 0.00
C 4.093 -2.844 -5.172 0.01 0.00 -0.01
H 3.228 -4.585 -6.079 0.00 -0.01 0.00
H 0.954 -3.624 -6.168 -0.01 -0.01 0.01
H 0.541 -1.347 -5.300 0.00 0.02 -0.02
H 2.402 -0.028 -4.357 -0.01 0.00 0.02
H 4.677 -0.986 -4.275 0.00 0.00 0.02
H 5.088 -3.267 -5.129 0.01 0.00 0.00
C -4.907 5.579 -4.406 0.00 0.01 0.01
C -4.125 6.016 -5.466 0.01 0.01 0.00
C -4.020 5.247 -6.616 0.00 0.01 -0.01
C -4.704 4.043 -6.710 0.00 -0.01 -0.03
C -5.488 3.609 -5.651 -0.02 -0.03 0.01
C -5.588 4.373 -4.498 -0.01 0.00 0.01
H -4.985 6.179 -3.508 0.00 0.01 0.00
H -3.593 6.956 -5.393 0.01 0.00 0.01
H -3.404 5.585 -7.439 0.00 0.00 -0.01
H -4.624 3.441 -7.607 0.01 -0.02 0.01
H -6.023 2.670 -5.725 -0.01 0.00 0.01
H -6.195 4.030 -3.670 0.00 0.00 0.01
C -5.272 0.315 -7.837 -0.01 0.02 0.01
C -4.957 -0.281 -9.050 -0.01 0.00 -0.02
C -3.843 -1.103 -9.150 0.00 -0.01 -0.01
C -3.048 -1.334 -8.037 0.00 -0.01 -0.01
C -3.363 -0.739 -6.823 0.03 0.00 0.03
C -4.473 0.087 -6.725 -0.01 0.03 0.04
H -6.141 0.956 -7.758 -0.01 0.00 0.00
H -5.581 -0.106 -9.917 0.00 0.01 -0.01
H -3.596 -1.566 -10.097 0.00 -0.01 0.00
H -2.181 -1.978 -8.114 0.01 0.00 0.00
H -2.746 -0.921 -5.952 0.00 0.00 0.02
H -4.716 0.553 -5.779 0.02 0.00 0.01
C 10.897 4.699 10.173 0.00 0.01 0.01
C 11.562 4.967 8.986 0.02 0.01 0.00
C 11.406 4.122 7.897 0.01 0.01 -0.01
C 10.580 3.012 7.993 0.00 -0.02 -0.01
C 9.912 2.744 9.180 -0.01 -0.03 -0.01
C 10.073 3.587 10.271 -0.01 0.00 0.02
H 11.019 5.357 11.024 0.00 0.01 0.01
H 12.203 5.837 8.909 0.01 0.00 0.00
H 11.929 4.329 6.972 -0.01 0.01 -0.01
H 10.455 2.355 7.141 -0.02 0.01 -0.01
H 9.265 1.879 9.254 0.00 -0.01 0.00
H 9.555 3.376 11.197 -0.01 0.00 0.00
C -7.584 -1.962 -2.850 -0.03 0.01 0.01
C -6.829 -1.547 -3.937 0.02 0.04 0.03
C -6.755 -2.335 -5.075 0.04 0.02 -0.13
C -7.447 -3.537 -5.135 -0.02 -0.01 0.04
C -8.208 -3.950 -4.051 0.00 -0.01 0.00
C -8.273 -3.165 -2.907 -0.01 0.00 0.00
H -7.632 -1.351 -1.958 0.01 0.00 0.01
H -6.288 -0.610 -3.896 0.01 0.00 0.03
H -6.153 -2.009 -5.914 -0.01 -0.02 -0.02
H -7.389 -4.151 -6.025 0.01 -0.01 0.00
H -8.747 -4.888 -4.094 0.00 -0.01 0.01
H -8.859 -3.493 -2.058 0.00 0.00 0.01
```
Positions in Å, forces in eV/Å.

Löwdin population analysis, charges in e, atoms 1 to 8: 0.0239, -0.2520, -0.4631, -0.0500, -0.1943, 0.2524, -0.2472, -0.6309